146
Properties=species:S:1:pos:R:3 method="wB97M-V/def2-TZVPD" e_lumo_ev=-3.28 max_force_ev_per_a=2.77 homo_lumo_gap_ev=6.67 total_energy_ev=-80118.6176 multiplicity=1 charge=+1
O 6.52 1.48 -3.19
O 6.84 1.74 -1.01
O -2.52 -2.31 6.59
O 0.47 7.24 1.58
N -0.73 -0.40 -2.41
N 1.39 -1.03 -2.28
N 6.13 1.83 -2.04
N -1.61 -0.37 3.78
N -2.99 -0.32 5.58
C 2.08 1.63 -1.16
C -2.45 2.73 -2.10
C 2.66 -0.89 -5.03
C 2.11 -2.15 0.54
C -1.51 2.05 -4.33
C 0.67 -2.02 -2.95
C -1.93 1.69 -2.89
C 3.80 -1.60 -4.33
C -2.96 0.06 -1.36
C -2.30 -1.48 5.72
C -4.94 -1.27 -0.45
C 2.76 -1.24 -1.85
C 0.49 -0.07 -1.84
C -4.04 0.04 6.52
C -4.11 -1.72 -2.72
C 2.51 1.73 -2.53
C -3.11 2.44 -0.91
C 5.13 -1.44 -2.24
C -3.40 1.11 -0.56
C -0.42 3.12 -4.31
C -1.98 -5.22 4.22
C 3.82 2.05 -2.90
C -1.12 -6.47 6.11
C 2.49 -1.76 1.96
C -1.08 0.85 -5.17
C -2.64 0.50 4.43
C -2.04 1.85 4.86
C 0.21 3.05 1.31
C -2.77 -2.37 -0.69
C -3.85 0.71 3.50
C -0.64 8.14 1.44
C -1.00 0.96 1.78
C 1.35 3.73 1.82
C 2.34 -3.66 0.33
C -0.27 -5.40 6.42
C -3.67 -1.31 -1.31
C 0.69 1.06 -0.97
C 4.30 -0.98 -0.04
C -0.94 5.24 1.27
C 0.10 1.59 1.10
C 3.83 -1.39 -2.78
C 5.07 -1.04 -4.98
C -0.84 -0.07 2.70
C 1.41 5.11 1.85
C 4.33 2.35 -0.52
C 3.04 -1.39 -0.47
C -1.96 -6.38 4.99
C -1.19 -4.12 4.59
C -0.31 -4.22 5.67
C -1.31 -2.86 3.78
C 0.27 5.90 1.59
C 5.37 -1.04 -0.93
C -1.28 -1.56 4.59
C 3.77 -3.10 -4.60
C -1.91 0.41 -2.30
C -2.73 2.66 -5.04
C 3.04 1.98 -0.17
C 0.63 -1.92 0.32
C -0.60 -1.61 -3.09
C -0.92 3.87 1.06
C 4.75 2.24 -1.86
H -0.27 -1.42 5.04
H -3.28 -1.74 -3.43
H -0.94 1.18 -6.21
H 2.83 -0.96 -6.12
H 0.40 -5.46 7.27
H 2.82 1.82 0.91
H 2.04 -3.96 -0.68
H -4.98 0.23 5.99
H 5.07 2.62 0.24
H 0.04 -0.70 2.64
H -1.84 0.07 -5.17
H 4.18 2.01 -3.93
H 2.88 -3.59 -4.18
H 1.83 -2.26 2.68
H 5.35 -0.06 -4.59
H -1.19 1.68 5.55
H -3.08 3.57 -4.53
H 0.44 2.82 -3.70
H 2.41 -0.68 2.12
H 0.34 -3.38 5.92
H -3.60 1.36 2.65
H -4.67 1.19 4.08
H 3.77 -3.29 -5.68
H -4.86 -1.01 -3.09
H 1.83 1.51 -3.36
H -0.49 -2.80 3.05
H 3.39 -3.92 0.48
H -1.12 -7.37 6.72
H -0.06 3.31 -5.32
H 2.22 3.20 2.20
H -4.72 -1.11 0.61
H -3.51 3.26 -0.30
H 2.31 5.68 2.12
H -3.34 -3.29 -0.48
H -5.63 -0.48 -0.79
H -2.63 -5.12 3.34
H -2.81 2.44 5.38
H 4.65 -3.59 -4.17
H -4.16 -0.79 7.21
H -2.47 2.92 -6.07
H -1.82 3.39 0.67
H -0.16 9.12 1.38
H 4.91 -0.94 -6.06
H -0.17 1.77 -1.13
H 1.14 -2.94 -3.27
H -0.12 0.44 -4.84
H -1.88 5.81 1.18
H 0.27 -2.38 -0.60
H 1.73 -4.22 1.05
H 4.50 -0.67 0.99
H 1.69 -1.35 -4.85
H -3.76 0.95 7.08
H 0.37 -0.86 0.30
H -2.02 1.34 1.63
H -0.80 4.06 -3.90
H -2.35 3.78 -2.41
H 5.93 -1.71 -4.86
H -1.39 -2.09 -3.63
H -2.61 -7.21 4.71
H -3.56 1.94 -5.06
H -4.57 -2.72 -2.69
H -2.25 -2.87 3.20
H 6.00 -1.69 -2.86
H 0.06 -2.37 1.14
H 1.04 1.03 1.23
H 2.64 0.17 -4.76
H 6.40 -0.87 -0.57
H -1.21 7.95 0.53
H -4.04 0.94 0.32
H -1.68 2.42 3.99
H -4.19 -0.27 3.13
H 3.50 -2.07 2.20
H -1.30 8.12 2.32
H -2.35 -2.02 0.26
H -1.95 -2.65 -1.36
H -5.47 -2.23 -0.53